# 1
24
Properties=species:S:1:pos:R:3:forces:R:3:mulliken_charge:R:1 method="wB97M-V/def2-TZVPD" orbital_gap_ev=8.98 largest_force_ha_per_bohr=0.0137 de_lowest_ev=1.888 lumo_energy_ev=0.8194 homo_energy_ev=-8.2
H -0.6164 -0.8290 2.2263 0.3 0.1 -0.1 0.24
N -0.7825 0.1465 2.0083 -0.4 -0.2 0.1 -0.82
C 0.2091 0.7564 1.4937 0.4 -0.3 0.4 0.64
C 1.5745 0.1978 1.1576 0.1 0.3 0.3 -1.06
N 0.0829 2.0874 1.2406 -0.1 0.7 -0.1 -0.09
N -1.1489 2.7518 1.4078 0.0 0.0 0.0 -0.74
H 1.7290 -0.7472 1.6639 0.0 -0.2 0.0 0.36
H 2.3466 0.8955 1.4883 0.0 0.0 0.0 0.37
H 1.6981 0.0489 0.0896 0.0 0.0 0.0 0.23
H 0.7074 2.5402 0.5897 -0.1 -0.2 0.1 0.27
H -1.1850 3.1379 2.3523 0.0 -0.2 -0.2 0.25
H -1.8834 2.0457 1.3547 0.2 0.1 0.0 0.30
C -1.5301 -1.3756 -1.3657 -0.1 0.1 -0.2 -0.71
N -0.2594 -0.9751 -1.9256 0.1 -0.2 -0.3 0.08
C 0.8251 -1.8359 -1.4677 -0.2 0.1 0.1 -0.90
N -0.1073 0.4166 -1.7031 -0.1 0.2 -0.1 -0.76
H -2.3083 -0.7753 -1.8316 -0.1 0.0 0.0 0.25
H -1.5738 -1.2253 -0.2759 0.0 0.0 0.0 0.25
H -1.7018 -2.4265 -1.5880 0.0 -0.1 0.0 0.33
H 1.7860 -1.4085 -1.7610 0.0 0.0 0.0 0.33
H 0.8162 -2.0163 -0.3762 0.1 0.1 -0.2 0.23
H 0.7164 -2.7973 -1.9728 0.1 0.0 0.1 0.34
H 0.7770 0.7268 -2.0896 -0.1 0.0 0.0 0.31
H -0.1713 0.6604 -0.7156 0.1 -0.1 -0.2 0.29


# 2
22
Properties=species:S:1:pos:R:3:forces:R:3:mulliken_charge:R:1 method="wB97M-V/def2-TZVPD" smiles=CCNCC.O.O orbital_gap_ev=9.14 largest_force_ha_per_bohr=0.0327 de_lowest_ev=2.048 lumo_energy_ev=0.5169 homo_energy_ev=-8.6
C 2.3532 0.2389 -0.3927 -0.5 -0.7 -0.1 -0.98
C 1.7145 -0.7846 0.5733 -0.2 0.2 0.0 -0.60
N 0.7545 -0.3348 1.6017 1.3 -0.2 -1.0 -0.34
C -0.5341 0.1617 1.1334 -0.6 0.2 1.2 -0.15
C -1.0396 -0.5331 -0.1199 0.3 1.3 0.2 -0.86
H 3.0637 0.8253 0.1910 -0.1 0.5 -0.4 0.35
H 2.8858 -0.3152 -1.1679 0.4 -0.1 0.2 0.32
H 1.6379 0.8163 -0.9936 0.1 0.4 0.7 0.22
H 2.5631 -1.2466 1.0866 -0.3 -0.2 0.1 0.36
H 1.1958 -1.5613 0.0399 0.2 -0.4 -0.5 0.32
H 1.3163 0.2721 2.1730 -0.7 0.6 0.5 0.24
H -1.2730 -0.0601 1.9198 0.4 -0.5 -0.1 0.29
H -0.7190 1.2450 1.0793 1.2 0.1 -0.5 0.19
H -2.0862 -0.2412 -0.2007 -0.1 -1.0 0.2 0.41
H -0.7443 -1.5679 0.0091 -0.8 -0.3 -0.6 0.37
H -0.6324 -0.0857 -1.0313 0.5 -0.4 0.2 -0.15
O -2.9798 1.2108 1.2770 -0.8 0.5 0.1 -0.65
H -2.4781 1.5491 2.0246 -0.2 0.0 0.1 0.34
H -2.8761 1.8889 0.6032 -0.2 0.1 0.0 0.33
O 0.2238 -0.3848 -3.5052 -0.9 0.6 0.3 -0.64
H 0.3021 -0.0906 -2.5913 0.8 -0.3 0.2 0.30
H -0.6723 -0.0311 -3.6353 0.2 -0.4 -0.7 0.34


# 3
22
Properties=species:S:1:pos:R:3:forces:R:3:mulliken_charge:R:1 method="wB97M-V/def2-TZVPD" smiles=CCNCC.O.O orbital_gap_ev=9.69 largest_force_ha_per_bohr=0.0590 de_lowest_ev=1.997 lumo_energy_ev=0.6141 homo_energy_ev=-9.1
C -2.0146 0.1292 -0.3999 -2.5 0.6 -0.8 -0.92
C -1.2583 -0.2522 0.8293 1.8 -1.0 0.5 -0.33
N 0.1679 -0.2698 0.4484 0.9 -0.2 2.1 -0.24
C 0.9999 -1.0407 1.4400 -2.8 -0.6 0.4 -0.30
C 2.3754 -1.0258 0.9333 0.8 1.3 -1.0 -1.23
H -1.5542 -0.3587 -1.3367 -1.2 0.7 1.4 0.23
H -3.1238 -0.1660 -0.1907 1.8 0.3 -1.0 0.32
H -2.0681 1.2604 -0.5723 0.4 -1.6 0.2 0.25
H -1.4353 -1.3388 1.1755 -0.6 1.7 -0.2 0.36
H -1.3550 0.5046 1.6841 -0.1 -1.3 -1.0 0.26
H 0.4088 -0.6036 -0.4748 -0.7 -0.2 -0.1 0.14
H 0.5345 -2.1850 1.6104 1.2 2.7 -0.5 0.25
H 0.9095 -0.5171 2.4104 -0.1 -0.4 -0.3 0.28
H 2.9058 -0.0553 0.9895 -0.6 -0.3 0.3 0.27
H 2.2730 -1.1962 -0.1209 0.4 -0.4 -0.8 0.29
H 3.0119 -1.7507 1.3322 0.9 -1.3 0.7 0.39
O -0.8051 0.5996 -3.5297 1.9 -0.8 -0.8 -0.65
H -0.9298 0.1618 -4.3986 -0.2 0.4 0.7 0.32
H 0.1859 0.4908 -3.4226 -1.7 0.4 0.0 0.32
O 0.5965 2.6552 0.4586 -0.7 -1.2 -0.3 -0.72
H 0.2365 1.7042 0.2678 0.7 2.2 0.9 0.39
H -0.0615 3.2542 0.8668 0.3 -1.0 -0.5 0.30


# 4
22
Properties=species:S:1:pos:R:3:forces:R:3:mulliken_charge:R:1 method="wB97M-V/def2-TZVPD" smiles=CCCCN.O.O orbital_gap_ev=10.48 largest_force_ha_per_bohr=0.0285 de_lowest_ev=0.409 lumo_energy_ev=0.9036 homo_energy_ev=-9.6
C 0.2907 1.5824 -1.4019 -0.5 0.5 -0.2 -1.06
C -0.8472 1.7004 -0.3902 -0.5 0.1 -0.3 -0.42
C -1.8376 0.5219 -0.3506 0.8 0.8 1.0 -0.62
C -1.1518 -0.7837 -0.0046 0.1 0.0 -0.1 -0.60
N -0.4356 -0.8255 1.2522 0.9 0.2 1.0 -0.57
H 0.6074 2.6066 -1.6093 0.5 -0.2 0.0 0.37
H 1.1392 0.9705 -1.1063 0.0 0.0 0.2 0.23
H -0.1011 1.2004 -2.3474 0.0 -0.1 0.0 0.29
H -1.4301 2.5960 -0.6426 0.0 -0.1 -0.1 0.33
H -0.4941 1.9244 0.6157 0.3 -0.2 0.1 0.32
H -2.3743 0.4560 -1.2795 -0.3 -0.1 -0.5 0.37
H -2.5425 0.8067 0.4371 -0.3 -0.4 -0.1 0.24
H -1.8166 -1.6238 -0.0251 -0.9 -0.3 0.1 0.41
H -0.4460 -1.0605 -0.7807 0.4 0.3 -0.3 0.28
H 0.4525 -0.3250 1.2493 -0.1 0.0 -0.5 0.27
H -0.8956 -0.4301 2.0652 -0.6 -0.2 -0.3 0.23
O 2.5787 -0.1861 1.1082 0.4 0.1 0.0 -0.67
H 3.5199 -0.0131 0.9865 -0.2 0.2 0.1 0.29
H 2.5005 -1.1377 0.9437 -0.2 -0.2 -0.1 0.36
O 1.4692 -2.7179 0.5586 0.1 -0.3 0.0 -0.74
H 1.1114 -2.9212 -0.3104 0.2 -0.1 -0.1 0.30
H 0.7032 -2.3406 1.0319 -0.2 0.2 0.1 0.40


# 5
23
Properties=species:S:1:pos:R:3:forces:R:3:mulliken_charge:R:1 method="wB97M-V/def2-TZVPD" smiles=CSCCCN.O.O orbital_gap_ev=8.86 largest_force_ha_per_bohr=0.0288 de_lowest_ev=0.825 lumo_energy_ev=0.6130 homo_energy_ev=-8.2
C 0.9709 -0.9333 -0.8907 -0.6 -0.3 0.3 -0.57
S 1.0790 -1.7085 0.7480 0.3 0.1 0.2 -0.12
C -0.5385 -1.3524 1.4918 -0.3 0.0 -1.1 -0.60
C -0.9028 0.1366 1.5709 -0.1 -0.2 0.7 -0.59
C -2.1261 0.5030 0.7191 0.3 0.5 0.6 -0.59
N -2.6340 1.8496 0.9036 -0.1 -0.2 -0.8 -0.53
H 0.3130 -1.5357 -1.5100 0.0 0.2 -0.2 0.08
H 1.9655 -0.9547 -1.3216 0.1 0.0 0.0 0.34
H 0.6083 0.0930 -0.8501 0.1 0.0 0.1 0.23
H -0.5474 -1.8782 2.4387 0.2 0.1 0.3 0.32
H -1.3073 -1.8641 0.9000 0.1 0.0 -0.1 0.34
H -0.0075 0.7292 1.3791 -0.2 0.2 -0.2 0.34
H -1.2196 0.3645 2.5927 0.2 0.1 0.1 0.31
H -1.8889 0.4157 -0.3424 -0.3 -0.4 0.0 0.29
H -2.9031 -0.1900 1.0513 -0.1 -0.1 -0.6 0.39
H -3.0017 2.1041 1.8084 0.4 0.0 -0.1 0.20
H -2.0754 2.5377 0.4181 -0.2 0.2 0.6 0.19
O 0.2594 -2.8768 -3.4224 0.1 0.3 0.4 -0.63
H -0.4948 -3.2693 -2.9682 0.1 -0.1 -0.4 0.30
H 0.2960 -3.2123 -4.3182 -0.2 -0.2 -0.1 0.31
O 4.7284 3.7401 0.2008 0.0 0.2 1.5 -0.64
H 5.3598 4.1187 -0.4011 -0.1 -0.2 -0.7 0.32
H 4.0666 3.1830 -0.1978 0.1 0.0 -0.7 0.32


# 6
23
Properties=species:S:1:pos:R:3:forces:R:3:mulliken_charge:R:1 method="wB97M-V/def2-TZVPD" orbital_gap_ev=3.64 largest_force_ha_per_bohr=0.0471 de_lowest_ev=13.188 lumo_energy_ev=-4.5655 homo_energy_ev=-8.2
C -0.4730 -1.0919 -0.3550 0.6 -1.3 0.7 -0.78
C 0.9009 -1.2093 0.2173 1.3 -0.4 -0.2 -0.39
C 1.4396 0.2186 0.7969 -1.3 0.0 1.3 0.18
C 1.3620 1.3032 -0.3868 -0.2 -0.7 -0.8 -1.19
N 2.7059 0.1038 1.1822 0.8 0.2 -0.7 -0.43
H -1.2441 -1.5681 0.2341 -0.1 0.6 0.3 0.37
H -0.3966 -1.4840 -1.3907 -0.4 1.0 -0.4 0.36
H -0.7559 0.0104 -0.5349 -0.3 0.5 -0.8 -0.11
H 1.6802 -1.5026 -0.4852 -0.3 0.1 -0.3 0.41
H 0.9485 -1.9041 1.0566 -0.1 0.1 0.1 0.42
H 2.3207 1.6828 -0.7245 0.1 0.1 0.3 0.42
H 0.7262 2.0946 0.0110 0.2 0.1 0.1 0.36
H -2.4167 -0.0174 2.5426 -0.2 0.4 -0.1 0.20
H 0.6758 0.4158 1.5654 0.3 0.5 0.1 0.53
H 0.0903 -0.4794 -3.7347 -0.2 0.1 0.0 0.18
H 0.9122 0.7962 -1.2496 0.0 0.2 -0.2 0.31
O 0.1786 -0.5301 -2.7765 0.8 -0.1 0.1 -0.78
H -2.3879 0.3889 0.7662 -0.8 0.5 0.7 0.45
H -0.9264 0.7669 0.0429 -1.8 -1.5 -0.5 0.50
O -1.9353 -0.0993 1.7180 0.9 -0.3 -0.2 -0.73
H -3.6090 0.6338 -0.3582 0.2 -0.2 -0.5 0.26
H 2.9405 0.4432 2.1212 -0.5 -0.3 0.2 0.33
O -2.7363 1.0277 -0.2582 1.1 0.4 0.7 -0.89


# 7
23
Properties=species:S:1:pos:R:3:forces:R:3:mulliken_charge:R:1 method="wB97M-V/def2-TZVPD" smiles=C1CCNC1.O.O.O orbital_gap_ev=9.91 largest_force_ha_per_bohr=0.0286 de_lowest_ev=1.262 lumo_energy_ev=0.2342 homo_energy_ev=-9.7
C -1.9540 -0.6701 0.0067 -0.7 -0.2 -0.2 -0.46
C -0.8813 -1.3807 -0.8241 0.2 0.9 0.4 -0.48
C 0.0023 -0.1844 -1.2356 0.9 -0.8 0.5 -0.46
N 0.0195 0.7542 -0.0832 -0.8 -0.4 0.0 -0.38
C -1.3348 0.6690 0.5116 -0.6 -0.5 -0.6 -0.45
H -2.4412 -1.3183 0.7259 0.3 0.0 0.6 0.39
H -2.7905 -0.3946 -0.6437 0.1 -0.1 -0.2 0.23
H -1.3135 -1.9534 -1.6291 0.0 -0.1 -0.4 0.36
H -0.2266 -2.0576 -0.2641 -0.4 0.0 0.3 0.21
H 1.0255 -0.5585 -1.2759 0.1 0.2 -0.7 0.15
H -0.2802 0.2393 -2.1954 -0.1 0.5 0.2 0.30
H 0.6467 0.3109 0.5795 0.1 0.2 0.0 0.25
H -1.9851 1.4416 0.0913 0.4 0.3 0.1 0.08
H -1.3761 0.7873 1.5934 0.4 0.0 0.0 0.28
O 3.6452 -1.5132 0.5828 0.5 0.0 -0.5 -0.61
H 3.0447 -1.8068 1.2702 -0.2 0.3 -0.2 0.28
H 3.1563 -1.1484 -0.1665 -0.1 -0.2 0.4 0.34
O 1.9891 -0.6557 3.0035 -0.2 -0.7 -0.2 -0.64
H 1.4115 -0.1256 2.4584 -0.1 0.7 -0.1 0.31
H 1.6816 -1.5394 2.7554 0.1 0.0 0.5 0.34
O -2.0472 2.9668 -2.3395 -0.1 -0.7 -1.3 -0.63
H -2.7269 2.3666 -2.0241 0.0 0.2 0.3 0.32
H -1.7790 3.5459 -1.6472 0.1 0.4 1.0 0.31


# 8
23
Properties=species:S:1:pos:R:3:forces:R:3:mulliken_charge:R:1 method="wB97M-V/def2-TZVPD" smiles="C=CCCN.O.O.O" orbital_gap_ev=9.74 largest_force_ha_per_bohr=0.1041 de_lowest_ev=2.416 lumo_energy_ev=0.5554 homo_energy_ev=-9.2
C 3.5183 -0.7926 0.4952 0.7 -0.2 -0.2 -0.72
C 2.5081 -0.3609 -0.2898 1.6 0.1 0.7 -0.05
C 1.3225 0.2923 0.3393 0.0 -1.0 0.7 -0.59
C 0.0981 -0.6403 0.2072 0.3 0.5 -1.0 -0.54
N -0.8656 -0.3035 1.2222 -2.0 -0.7 -0.2 -0.57
H 3.4624 -0.6939 1.6008 -0.3 0.1 -0.8 0.19
H 4.5124 -1.2398 0.2015 -1.5 0.4 -0.2 0.26
H 2.5154 -0.4060 -1.3940 0.2 -0.2 0.7 0.31
H 1.4981 0.4773 1.4100 0.1 -0.4 -0.2 0.29
H 1.1530 1.2980 -0.0348 -0.4 -0.1 -0.5 0.31
H 0.3118 -1.7327 0.1888 0.6 0.7 0.1 0.32
H -0.3317 -0.4406 -0.7797 -0.2 0.0 0.1 0.33
H -0.5715 -0.7806 2.1015 -1.1 0.4 -1.0 0.23
H -1.8187 -0.6016 0.8144 1.9 0.3 1.8 0.24
O 4.0860 -4.7326 -2.4210 0.4 -0.1 -0.4 -0.63
H 4.3236 -5.3568 -3.1192 0.1 0.2 0.1 0.32
H 3.3303 -5.1448 -2.0144 -0.5 -0.1 0.4 0.32
O -4.8147 3.4765 1.5886 -0.1 -3.1 1.0 -0.60
H -5.0428 3.0911 2.4745 0.4 1.1 -1.3 0.31
H -4.8308 4.4027 1.5870 -0.3 2.0 0.5 0.29
O -4.1685 2.8448 -1.0932 2.2 0.8 4.8 -0.65
H -4.2836 2.1419 -0.3889 -0.5 0.3 -1.7 0.30
H -3.6724 3.4085 -0.3089 -1.6 -1.2 -3.4 0.34


# 9
23
Properties=species:S:1:pos:R:3:forces:R:3:mulliken_charge:R:1 method="wB97M-V/def2-TZVPD" smiles=C[C@H](N)CCO.O.O orbital_gap_ev=9.19 largest_force_ha_per_bohr=0.0763 de_lowest_ev=1.799 lumo_energy_ev=0.3121 homo_energy_ev=-8.9
C -1.6377 -1.3052 1.6460 -1.9 0.7 -1.1 -1.31
C -0.8438 -0.8773 0.3386 -2.4 0.3 1.0 0.44
N 0.2661 -1.7251 0.1246 3.9 0.5 -0.1 -0.48
C -0.7558 0.6678 0.4851 0.1 0.4 -1.3 -0.78
C -0.0067 1.4883 -0.5826 0.9 0.6 0.6 -0.45
O -0.5881 1.7911 -1.8788 -1.7 -1.0 1.5 -0.68
H -2.6587 -0.7770 1.4546 1.4 -1.2 1.0 0.28
H -1.2613 -1.0804 2.6687 0.3 0.7 -1.0 0.31
H -1.7592 -2.3905 1.7125 -0.4 0.0 -0.5 0.40
H -1.4485 -1.1144 -0.5981 -0.2 0.6 1.4 0.09
H 0.0474 -2.6716 0.3676 -0.1 -0.3 0.0 0.23
H 1.2017 -1.4782 0.5413 -1.8 -0.1 -0.3 0.18
H -1.7588 1.1118 0.4743 -0.2 -0.6 0.4 0.48
H -0.2806 0.9620 1.4437 -0.2 -0.4 -0.5 0.33
H 0.1987 2.4463 -0.0622 0.3 -0.4 -0.5 0.30
H 0.8939 0.9184 -0.7397 0.7 0.4 -0.2 0.29
H 0.0241 2.2888 -2.4043 0.7 0.6 0.0 0.34
O 2.3131 0.6290 1.1030 0.3 -1.4 -1.8 -0.55
H 2.7778 0.9372 1.8462 0.8 0.8 1.8 0.25
H 3.0100 0.1035 0.6490 -0.8 0.5 0.2 0.29
O 0.9011 0.1141 -3.1817 -0.5 2.5 -2.7 -0.70
H 0.1680 0.5398 -2.7234 -0.3 -0.3 0.2 0.49
H 1.1974 -0.5786 -2.6847 1.0 -2.9 2.1 0.27


# 10
23
Properties=species:S:1:pos:R:3:forces:R:3:mulliken_charge:R:1 method="wB97M-V/def2-TZVPD" orbital_gap_ev=9.74 largest_force_ha_per_bohr=0.1324 de_lowest_ev=3.041 lumo_energy_ev=0.7233 homo_energy_ev=-9.0
C 0.5340 1.6177 1.9625 0.7 -0.5 -0.5 -0.87
N 0.0050 1.1194 0.6922 -0.2 1.9 0.4 -0.29
C 0.7197 -0.0800 0.2158 1.1 0.6 -2.7 -1.28
C -0.1458 -0.9128 -0.8344 -0.2 0.6 1.8 0.41
C 0.1159 -2.3513 -0.6842 0.4 -1.7 0.0 -1.55
O 0.0286 -0.4921 -2.1230 2.5 0.2 -2.8 -0.57
H -0.1213 2.3321 2.4681 0.2 0.0 -0.4 0.33
H 1.5758 1.9650 1.8430 -0.4 0.4 0.2 0.29
H 0.6029 0.7307 2.5754 -0.1 -0.1 0.6 0.28
H -0.2889 1.9008 0.0420 0.8 -1.9 0.4 0.26
H 1.5718 0.2791 -0.2789 1.6 0.2 -1.3 0.61
H 1.1677 -0.6627 1.0358 -0.8 0.1 0.0 0.47
H -1.2024 -0.7408 -0.6823 -0.1 0.2 0.6 0.40
H -0.2769 -2.6617 0.2877 0.1 -0.2 -0.2 0.34
H -0.3387 -2.9507 -1.5028 0.1 0.4 0.6 0.36
H 1.2013 -2.5451 -0.7150 -0.2 -0.1 0.1 0.39
H 0.8953 -0.8609 -2.4715 -1.5 0.7 0.5 0.36
H -1.5873 2.0932 -1.9091 0.8 0.3 -0.4 0.33
H -0.3784 1.4037 -2.4437 0.8 -1.9 -0.5 0.35
O -0.6691 2.2606 -2.2137 -1.6 1.6 1.0 -0.68
H -1.8241 -0.3997 2.0756 0.5 -0.1 -0.3 0.23
H -0.4241 -0.1363 1.0795 -5.7 -1.9 3.3 0.60
O -1.1611 -0.9082 1.5808 1.1 1.0 -0.1 -0.76


# 11
23
Properties=species:S:1:pos:R:3:forces:R:3:mulliken_charge:R:1 method="wB97M-V/def2-TZVPD" smiles=C[C@H](N)CCO.O.O orbital_gap_ev=9.89 largest_force_ha_per_bohr=0.0552 de_lowest_ev=1.983 lumo_energy_ev=0.3910 homo_energy_ev=-9.5
C -2.4219 -0.3381 -0.0758 -0.4 0.3 -1.7 -1.46
C -1.2323 0.6400 -0.0794 -1.0 0.8 2.4 0.59
N -0.5490 0.7880 -1.3554 0.6 0.6 -0.6 -0.65
C -0.3004 0.2461 1.0254 1.1 0.0 2.2 -0.37
C 0.5277 1.4898 1.5444 -0.8 -1.3 -1.9 -0.61
O 1.9020 1.3223 1.4143 2.4 -1.0 1.1 -0.53
H -2.3808 -0.6079 -1.1569 -1.4 -0.1 0.7 0.34
H -3.2765 0.2178 0.3159 -0.4 0.1 -1.0 0.33
H -2.5423 -1.2227 0.5449 1.4 -0.3 0.1 0.31
H -1.7473 1.6335 0.2270 1.1 -1.2 -0.5 0.20
H 0.4882 0.8843 -1.3643 -1.1 -0.5 0.7 0.24
H -0.8428 1.6676 -1.7660 -0.2 -0.2 -0.3 0.26
H -0.7698 -0.2623 1.9560 0.1 1.1 -1.6 0.35
H 0.3713 -0.5616 0.6919 0.1 0.4 -0.3 0.08
H 0.4737 2.3341 0.8495 -1.2 0.0 0.3 0.31
H 0.0793 1.7027 2.5001 0.6 0.6 0.8 0.32
H 2.3343 0.6256 1.9602 -1.0 0.7 -0.3 0.31
O 2.9656 -0.8698 -1.1636 -0.1 0.0 0.3 -0.63
H 3.1511 -0.0663 -0.6616 -0.1 0.1 -0.1 0.32
H 2.8388 -1.5262 -0.4683 0.1 -0.1 -0.1 0.32
O 0.3933 -3.0162 -1.7500 -0.1 -1.0 -0.2 -0.65
H -0.5135 -2.6841 -1.7616 0.7 0.6 0.2 0.31
H 1.0512 -2.3968 -1.4266 -0.7 0.6 -0.2 0.31


# 12
23
Properties=species:S:1:pos:R:3:forces:R:3:mulliken_charge:R:1 method="wB97M-V/def2-TZVPD" smiles="C=C(N)CC.O.O.O" orbital_gap_ev=9.37 largest_force_ha_per_bohr=0.0241 de_lowest_ev=0.389 lumo_energy_ev=0.6936 homo_energy_ev=-8.7
C -1.9736 -0.4674 0.7332 -0.8 0.6 0.3 -1.66
C -1.1180 -0.9902 -0.1373 0.5 -0.5 -0.1 1.06
N -0.3574 -2.0944 0.1664 0.3 -0.3 0.2 -0.44
C -0.8237 -0.4746 -1.5168 -0.8 0.6 -0.8 -0.51
C -1.8109 0.5367 -2.1552 0.2 -0.2 0.7 -1.09
H -2.5354 0.4145 0.4596 -0.1 -0.1 0.1 0.27
H -2.2105 -0.9016 1.7019 0.2 -0.1 -0.2 0.44
H 0.3036 -2.4605 -0.4833 0.1 -0.1 -0.4 0.20
H -0.3864 -2.5566 1.0549 -0.2 0.1 0.1 0.20
H -0.7851 -1.3179 -2.2034 0.1 -0.3 0.1 0.38
H 0.1575 -0.0290 -1.5509 0.6 0.1 0.3 0.31
H -2.4665 0.0298 -2.8553 0.0 0.1 -0.3 0.29
H -2.4622 0.9876 -1.4202 -0.1 0.1 0.3 0.28
H -1.2756 1.3692 -2.6079 0.0 -0.2 -0.3 0.30
O 2.4414 -0.0744 1.1845 -0.6 0.3 0.2 -0.76
H 1.9274 -0.8225 0.8652 0.1 -0.3 -0.2 0.30
H 1.7349 0.4188 1.6621 0.4 0.0 0.1 0.45
O 0.1673 1.1207 2.2657 0.6 0.0 0.6 -0.78
H -0.0401 1.8997 1.7515 -0.2 0.2 -0.3 0.35
H -0.4499 0.4374 1.9870 -0.4 0.0 -0.3 0.38
O 2.2873 1.7772 -0.9571 -0.5 -0.3 0.2 -0.66
H 2.3023 1.1767 -0.1760 0.4 0.3 -0.5 0.40
H 3.0490 2.3571 -0.8982 0.1 -0.1 0.2 0.29